Here is C6H7ClO as an isolated structure from OMol25. Energies are from ωB97M-V/def2-TZVPD.

```
15
Properties=species:S:1:pos:R:3:forces:R:3:lowdin_charge:R:1
C 0.52375 0.77387 0.49304 -0.807 -2.595 -1.258 -0.82
C -0.49483 1.13868 -0.61918 0.729 -0.093 1.295 -0.10
C -1.07514 -0.21434 -0.28118 -4.544 -0.566 -0.986 -0.33
C -0.52838 -0.20036 1.19391 -1.987 -1.409 0.086 -0.08
C 0.79410 -1.30155 -0.89896 3.431 -1.588 0.427 -0.19
C 1.38074 -0.22074 -0.38290 0.445 0.905 3.011 -0.08
H -1.15568 1.95575 -0.30285 0.002 -0.199 -0.777 0.13
H -0.03645 1.04925 -1.60915 -0.388 1.317 0.061 0.13
H -2.19018 -0.24467 -0.70936 1.946 -0.238 1.940 0.19
H -0.51525 -1.33746 1.71806 1.148 3.125 -1.599 0.18
H -1.21015 0.33657 1.87933 0.279 0.144 -0.588 0.10
H 1.38569 -2.32291 -1.05245 -1.552 2.492 -0.372 0.18
H 2.33490 -0.01795 0.02445 1.687 -1.057 -0.760 0.08
O -0.51924 -1.31550 -0.99808 -0.868 -0.388 -0.191 -0.05
Cl 1.30612 1.92137 1.54532 0.479 0.151 -0.290 0.67
```
Forces are in eV/Å.

Spin multiplicity: 1
E: -20901.516 eV
HOMO-LUMO gap: 9.613 eV
Highest occupied orbital energy: -8.7 eV